Entry 1:
{
  "formula": "C20H60N6O8",
  "method": "the ωB97M-V functional and the def2-TZVPD basis",
  "elements": ["C", "C", "C", "O", "C", "N", "H", "H", "H", "H", "H", "H", "H", "H", "H", "H", "H", "H", "C", "C", "C", "O", "C", "N", "H", "H", "H", "H", "H", "H", "H", "H", "H", "H", "H", "H", "C", "C", "C", "O", "C", "N", "H", "H", "H", "H", "H", "H", "H", "H", "H", "H", "H", "H", "C", "C", "C", "O", "C", "N", "H", "H", "H", "H", "H", "H", "H", "H", "H", "H", "H", "H", "C", "C", "C", "O", "C", "N", "H", "H", "H", "H", "H", "H", "H", "H", "H", "H", "H", "H", "N", "O", "O", "O"],
  "positions_angstrom": [[0.3497, 1.8590, -5.1762], [0.9929, 1.7339, -3.7832], [0.6941, 3.1266, -3.0530], [1.3609, 3.0113, -1.7459], [1.2191, 4.1594, -1.0089], [0.3893, 0.5836, -2.9846], [0.6407, -0.3478, -3.2835], [0.7549, 0.6908, -2.0492], [-0.6177, 0.6624, -2.9818], [-0.7218, 1.9963, -5.3216], [0.5078, 1.0184, -5.8518], [0.7698, 2.7375, -5.6658], [2.0422, 1.4471, -3.8526], [-0.3801, 3.2478, -2.9138], [0.8554, 4.0663, -3.5813], [0.1644, 4.3396, -0.8012], [1.6779, 5.0676, -1.3998], [1.7086, 4.0697, -0.0391], [4.7925, 3.9926, -1.0490], [5.1990, 3.3008, 0.3402], [4.3350, 1.9945, 0.5743], [4.6582, 1.4474, 1.8723], [4.0275, 0.2221, 2.1344], [6.6447, 2.8750, 0.3382], [6.7540, 1.9588, 0.7490], [6.9920, 2.7902, -0.6065], [7.3545, 3.4996, 0.6935], [5.5423, 4.6315, -1.5157], [4.1916, 4.8635, -0.7873], [4.3303, 3.2763, -1.7283], [5.0551, 3.8855, 1.2488], [4.5125, 1.3811, -0.3090], [3.3035, 2.3449, 0.5379], [2.9453, 0.2486, 2.0067], [4.3358, -0.1077, 3.1264], [4.3413, -0.5975, 1.4879], [4.3037, -4.1945, 1.5773], [3.2421, -5.1154, 0.9036], [3.5038, -6.6187, 1.2218], [2.5493, -7.4304, 0.5531], [3.1004, -8.6208, 0.1385], [1.7951, -4.6972, 1.2495], [1.6500, -4.7152, 2.2489], [1.5980, -3.7287, 1.0414], [1.0428, -5.2611, 0.8807], [4.3890, -4.2081, 2.6638], [4.0066, -3.1668, 1.3682], [5.2224, -4.4628, 1.0558], [3.3383, -5.0064, -0.1767], [3.4455, -6.9190, 2.2680], [4.5665, -6.7463, 1.0156], [3.9009, -8.2636, -0.5094], [2.3151, -9.1985, -0.3490], [3.4893, -9.2134, 0.9666], [-2.7300, -2.1515, -0.7321], [-3.3734, -1.9975, 0.6234], [-4.9176, -2.2512, 0.8259], [-5.3638, -1.5606, 1.9818], [-5.5766, -0.1278, 1.7151], [-2.4346, -2.5315, 1.7822], [-2.9473, -2.6057, 2.6492], [-2.0503, -3.4606, 1.6864], [-1.5768, -2.0578, 2.0267], [-1.9863, -1.4007, -0.9989], [-3.3854, -2.1410, -1.6029], [-2.1708, -3.0844, -0.8037], [-3.1144, -0.9423, 0.7107], [-5.0333, -3.3268, 0.9589], [-5.4727, -1.9220, -0.0524], [-4.8837, 0.5336, 2.2354], [-6.5903, 0.1196, 2.0302], [-5.4780, 0.0580, 0.6456], [-6.8994, 4.2125, 0.9507], [-5.7319, 3.7665, 0.1738], [-4.5905, 3.2194, 1.0622], [-3.7730, 2.5916, 0.1245], [-2.6235, 1.9931, 0.6934], [-6.2839, 2.8085, -0.8551], [-5.5213, 2.1780, -1.0575], [-6.8991, 2.0818, -0.5182], [-6.7035, 3.1742, -1.6979], [-6.6901, 4.5026, 1.9803], [-7.4797, 3.3392, 1.2486], [-7.4854, 5.0293, 0.5294], [-5.3195, 4.6216, -0.3619], [-4.9248, 2.5694, 1.8708], [-4.0706, 3.9458, 1.6868], [-2.0217, 1.4340, -0.0231], [-2.7770, 1.3975, 1.5932], [-1.9788, 2.8148, 1.0055], [0.4466, -0.6594, 1.0503], [-0.3496, -0.3741, 1.9254], [1.1394, -1.6346, 1.2328], [0.4412, -0.0710, -0.0335]],
  "forces_ev_per_a": [[0.3, -0.4, -0.9], [-1.2, 2.0, -1.4], [0.6, -2.2, 1.6], [-0.2, -0.9, -2.5], [-0.3, 1.6, 1.8], [0.2, 1.0, 0.2], [0.2, -0.2, -0.7], [-0.1, 0.2, 0.6], [-0.5, 0.0, 0.1], [-0.3, 0.2, 1.1], [0.6, -0.2, 0.2], [0.3, -0.1, 0.0], [0.0, 0.6, 0.0], [-0.5, -0.6, 0.4], [1.3, -0.3, -0.4], [-0.2, 0.3, 0.0], [-0.1, -0.1, -0.7], [0.0, -0.5, 0.1], [0.4, 0.6, 2.2], [-1.0, -0.5, -0.6], [0.9, 1.7, 0.5], [0.0, 0.5, -1.9], [0.3, -0.9, 0.1], [0.3, -0.2, -1.0], [0.2, -0.3, 0.7], [-0.2, -0.3, -0.9], [-0.1, 0.7, 1.1], [0.9, -0.9, -0.2], [-1.1, -0.6, 0.0], [0.0, 0.3, 0.0], [0.1, 0.4, -0.4], [0.1, -0.9, 0.3], [-0.2, -0.1, 0.1], [-0.3, 0.5, 0.4], [-0.4, 0.4, 0.1], [0.4, 0.1, -0.5], [-1.5, 0.0, -0.6], [0.9, -1.0, 0.8], [-1.3, 0.4, 0.4], [-0.6, 3.0, 1.1], [0.8, -1.2, -0.8], [0.4, 0.2, 0.8], [0.3, -0.5, 0.8], [0.3, 0.3, -0.6], [0.1, -0.8, -0.7], [0.1, -0.7, 0.0], [0.4, 0.3, -0.4], [0.2, 0.4, 0.4], [-0.3, 0.1, 0.0], [-0.1, 0.7, 0.5], [0.0, -0.5, -0.8], [0.3, -1.2, -0.5], [0.3, 0.1, -0.2], [0.1, 0.0, 0.1], [0.9, -1.7, -1.1], [0.9, 2.3, -0.2], [1.5, 0.1, 1.1], [0.4, 0.9, -0.8], [-0.3, -1.1, 0.2], [-0.8, -1.2, -0.3], [-0.8, 0.3, 0.6], [-0.6, -1.0, -0.8], [-0.1, 1.3, -0.3], [0.0, 0.4, 0.6], [-0.5, -0.2, 0.4], [-0.2, -0.4, -0.2], [-1.1, 0.4, 1.0], [-0.5, 0.0, 0.1], [0.3, -0.1, -0.3], [0.2, -0.5, 0.2], [0.0, -0.1, 0.1], [0.0, 0.0, -0.2], [-1.2, 0.2, 2.1], [0.0, 1.7, 0.9], [-1.1, -0.3, -0.4], [0.9, -1.7, -0.3], [0.9, 1.1, 0.3], [1.6, -1.7, 0.4], [1.1, 0.2, -1.1], [-1.2, 0.4, 0.9], [0.0, 0.7, -0.3], [0.8, 0.7, -0.1], [-0.7, -0.1, -0.6], [-0.1, -0.4, -0.2], [0.1, -0.3, -0.4], [-0.5, -0.7, -0.3], [0.0, 1.0, -0.7], [-0.5, -0.1, -0.4], [-0.6, -0.2, 0.0], [0.3, 0.1, 0.2], [-0.5, 0.2, -2.1], [-0.4, 0.7, 0.6], [0.8, -0.5, 0.2], [0.2, -0.2, 1.3]],
  "total_charge": 5,
  "gap_ev": [5.598, 1.469],
  "multiplicity": 2,
  "homo_ev": [-19.510, -19.510],
  "max_force_ev_per_a": 3.20
}

---

Entry 2:
{
  "formula": "C7H12O5S",
  "method": "the ωB97M-V functional and the def2-TZVPD basis",
  "elements": ["C", "C", "C", "C", "C", "C", "C", "O", "O", "O", "O", "O", "S", "H", "H", "H", "H", "H", "H", "H", "H", "H", "H", "H", "H"],
  "positions_angstrom": [[-1.9538, 1.3863, -0.4471], [1.9088, -1.6658, -1.2229], [1.4498, 0.6465, 1.7713], [1.3220, -0.2127, -1.2186], [0.5241, -0.4286, 1.1542], [0.1389, -0.0935, -0.2971], [-0.6327, 1.1624, -0.3714], [-2.3850, 2.6298, -0.3576], [-3.7278, -1.0130, 1.3467], [-2.8630, 0.3888, -0.7906], [-4.2783, -1.7416, -0.9079], [0.2076, 2.3172, -0.2326], [-3.2002, -1.1784, -0.0293], [2.7219, -1.6357, -1.9270], [1.2088, -2.3326, -1.8031], [1.9789, -2.0343, -0.1561], [1.2949, 0.8167, 2.8961], [2.4302, 0.1915, 1.8801], [1.2864, 1.6186, 1.3085], [1.9993, 0.3311, -0.5809], [1.1157, 0.2388, -2.1798], [-0.4105, -0.1406, 1.6799], [0.7952, -1.3874, 1.3181], [-0.4178, -0.8913, -0.7238], [-0.5135, 3.0280, -0.1091]],
  "forces_ev_per_a": [[-1.1, 1.7, -0.1], [-2.4, 0.4, -0.9], [0.3, -1.0, 2.2], [1.2, -0.4, 1.8], [-2.6, 5.0, 0.4], [-0.5, -0.8, -0.5], [1.3, -0.2, -0.3], [0.2, -1.4, 0.0], [0.1, 0.8, -0.3], [-0.8, 0.1, 0.1], [0.7, 1.0, 0.2], [-1.5, 1.3, 0.3], [0.2, -1.4, 0.0], [1.3, -0.3, 0.6], [0.2, 0.3, 0.9], [0.7, 0.2, -1.6], [-0.6, -0.3, -1.2], [1.0, 0.7, -0.9], [0.7, -0.2, -0.2], [1.3, 0.9, -0.9], [0.3, 0.0, -0.3], [0.1, -1.3, -0.2], [0.9, -3.1, 0.8], [-1.7, -0.8, 0.4], [0.8, -1.2, -0.4]],
  "total_charge": -2,
  "gap_ev": 4.569,
  "multiplicity": 1,
  "homo_ev": 1.081,
  "max_force_ev_per_a": 5.66,
  "e_above_lowest_kcal_mol": 25.2
}

---

Entry 3:
{
  "formula": "C35H33ClN4S2Si2Zn",
  "method": "the ωB97M-V functional and the def2-TZVPD basis",
  "elements": ["C", "C", "C", "H", "C", "C", "H", "H", "H", "H", "Zn", "Si", "C", "C", "H", "C", "H", "C", "H", "C", "H", "C", "H", "C", "C", "H", "C", "H", "C", "H", "C", "H", "C", "H", "H", "Si", "C", "C", "H", "C", "H", "C", "H", "C", "H", "C", "H", "C", "C", "H", "C", "H", "C", "H", "C", "H", "C", "H", "H", "Cl", "N", "C", "N", "C", "C", "S", "C", "C", "S", "C", "N", "N", "H", "H", "H", "H", "H", "H"],
  "positions_angstrom": [[-0.9829, -0.9879, 4.8980], [-0.2292, -0.0643, 4.1334], [-0.9476, 0.2264, 2.9320], [0.6959, 0.4172, 4.4539], [-2.1858, -0.5328, 2.9769], [-2.1837, -1.2690, 4.2069], [-3.0171, -1.8557, 4.5913], [-0.7173, -1.3562, 5.8909], [-0.7425, 1.0336, 2.2268], [-3.0312, -0.3845, 2.3005], [-0.7288, -1.7237, 1.8299], [0.6077, -1.1637, -1.0354], [2.1722, -0.1899, -0.5038], [3.4050, -0.5890, -1.0232], [3.4464, -1.4622, -1.6760], [4.5737, 0.1068, -0.6984], [5.5288, -0.1905, -1.1340], [4.5482, 1.1764, 0.2029], [5.4693, 1.7005, 0.4837], [3.3300, 1.5201, 0.7876], [3.2896, 2.3279, 1.5189], [2.1635, 0.8186, 0.4683], [1.2396, 1.0777, 0.9893], [-0.9007, 0.4512, -1.0579], [-0.6677, 1.8798, -0.6704], [0.2912, 2.2111, -0.2587], [-1.8215, 2.7104, -0.3980], [-1.6720, 3.7892, -0.3002], [-3.0761, 2.1495, -0.2476], [-3.9224, 2.7588, 0.0916], [-3.2708, 0.7728, -0.4753], [-4.2431, 0.3173, -0.2751], [-2.2465, -0.0270, -0.9470], [-2.4219, -1.0555, -1.2777], [0.1388, -1.1064, 0.4189], [-0.2026, 1.3566, -2.4891], [-1.3739, 1.7885, -3.8244], [-1.2025, 2.9971, -4.5318], [-0.2018, 3.4012, -4.6882], [-2.3399, 3.7085, -4.9033], [-2.2287, 4.6848, -5.3661], [-3.6051, 3.1748, -4.6554], [-4.4891, 3.7711, -4.8406], [-3.7483, 1.8634, -4.2012], [-4.7321, 1.4165, -4.0750], [-2.6181, 1.1298, -3.8648], [-2.7169, 0.1035, -3.5116], [1.5337, 1.9235, -2.9169], [2.2044, 3.0584, -2.4193], [1.7166, 3.7081, -1.6888], [3.5091, 3.3534, -2.8430], [4.0449, 4.2228, -2.4363], [4.1557, 2.5070, -3.7557], [5.1885, 2.7101, -4.0504], [3.4995, 1.3810, -4.2748], [4.0099, 0.7145, -4.9834], [2.1981, 1.1004, -3.8504], [1.6920, 0.2089, -4.2301], [1.3021, -2.4608, -1.2657], [-1.2213, -2.9447, -0.5997], [2.6976, -1.1989, 3.1482], [2.0480, -2.3235, 3.4732], [0.8819, -2.7133, 2.9876], [0.4364, -3.8882, 3.6066], [1.2989, -4.3718, 4.5732], [2.6943, -3.3679, 4.7428], [-0.8932, -4.3137, 3.2890], [-1.6740, -5.3281, 3.8065], [-3.2934, -5.2469, 3.2101], [-2.8466, -3.8353, 2.2605], [-1.5897, -3.4764, 2.4241], [-3.7477, -3.1580, 1.5233], [3.6075, -1.0425, 3.5620], [2.4102, -0.6327, 2.3555], [1.0881, -5.2585, 5.1576], [-1.3009, -6.0462, 4.5231], [-4.6654, -3.5773, 1.4538], [-3.4174, -2.5862, 0.7460]],
  "forces_ev_per_a": [[-0.4, 0.5, -0.4], [-0.5, 0.2, -0.1], [0.2, -0.1, 0.6], [-0.2, -0.3, -0.2], [0.0, 0.0, 0.7], [0.2, 0.8, -0.1], [0.3, 0.0, -0.2], [0.0, 0.0, -0.4], [-0.1, -0.3, 0.2], [0.3, -0.1, 0.3], [0.5, -0.2, 0.0], [-1.2, 1.6, 4.1], [0.0, -0.2, -0.4], [0.3, 0.5, 0.1], [0.1, 0.3, -0.1], [0.3, -0.1, 0.2], [-0.2, 0.0, 0.1], [-0.2, -0.3, -0.1], [-0.4, -0.2, -0.2], [-0.1, -0.1, 0.2], [0.0, -0.2, -0.1], [0.2, 0.4, 0.0], [0.2, -0.1, -0.2], [2.0, -3.0, -1.2], [1.7, 1.0, -1.5], [-0.4, -0.2, 0.2], [-2.3, -0.5, 0.6], [0.0, -0.4, 0.2], [1.6, 2.6, 0.4], [0.4, -0.1, -0.4], [1.0, -2.7, -0.7], [0.2, 0.2, -0.3], [-2.0, 0.2, 0.3], [-0.2, 0.5, 0.5], [0.7, -0.2, 0.7], [-0.3, 1.7, -0.5], [-0.1, 0.0, -0.8], [-0.7, -0.1, 0.6], [-0.2, 0.1, 0.2], [0.2, -0.2, -0.3], [-0.1, -0.1, 0.0], [0.0, -0.2, -0.1], [0.0, 0.0, -0.1], [0.1, 0.0, -0.3], [0.1, 0.1, -0.1], [0.1, 0.7, 0.5], [0.0, 0.4, 0.1], [0.6, -0.8, -0.1], [0.1, -0.3, -0.2], [0.1, -0.2, -0.2], [-0.1, -0.3, 0.0], [-0.3, -0.4, -0.2], [-0.2, -0.1, 0.0], [-0.4, 0.0, 0.1], [0.0, 0.2, 0.2], [-0.2, 0.4, 0.3], [0.3, 0.3, 0.0], [0.1, 0.2, 0.0], [-0.3, 0.3, -1.0], [-0.3, -0.4, -0.5], [0.4, 0.1, -0.1], [-0.9, -0.6, 0.2], [0.7, -0.1, 0.2], [2.4, 0.6, 1.3], [-1.4, 0.0, -1.1], [-0.6, 0.1, -0.7], [-2.5, -0.8, -0.2], [1.5, 0.9, -0.2], [0.6, 0.4, -0.3], [0.9, -0.2, 0.6], [-0.8, -1.0, -0.2], [-0.4, -0.1, -0.1], [-0.3, 0.1, -0.3], [0.1, -0.2, 0.2], [0.4, 0.2, 0.1], [-0.4, -0.1, -0.1], [0.2, 0.3, -0.2], [0.0, -0.3, 0.2]],
  "gap_ev": 5.363,
  "multiplicity": 1,
  "homo_ev": -5.757,
  "max_force_ev_per_a": 4.59,
  "e_above_lowest_kcal_mol": 80.1
}

---

Entry 4:
{
  "formula": "C2H4BrP",
  "method": "the ωB97M-V functional and the def2-TZVPD basis",
  "elements": ["Br", "P", "C", "C", "H", "H", "H", "H"],
  "positions_angstrom": [[2.6359, 0.3854, -0.0120], [0.9875, -1.0774, -0.0477], [-0.5503, -0.1741, 0.7801], [-0.4295, 0.1313, -0.7729], [-0.1179, 0.7578, 1.3254], [-1.3297, -0.8434, 1.1476], [-1.1575, -0.2913, -1.3768], [-0.0385, 1.1118, -1.0438]],
  "forces_ev_per_a": [[0.3, 0.4, 0.3], [-2.8, 1.0, -0.6], [3.0, 2.3, -2.0], [1.9, -1.0, 3.6], [-1.4, -2.0, -0.3], [0.3, 0.5, 0.1], [-1.1, -0.8, -1.2], [-0.2, -0.3, 0.1]],
  "gap_ev": 9.895,
  "multiplicity": 1,
  "homo_ev": -9.247,
  "smiles": "BrP1CC1",
  "max_force_ev_per_a": 4.27,
  "e_above_lowest_kcal_mol": 8.7
}

---

Entry 5:
{
  "formula": "C4H7N3O2S",
  "method": "the ωB97M-V functional and the def2-TZVPD basis",
  "elements": ["C", "N", "N", "C", "C", "C", "S", "N", "O", "O", "H", "H", "H", "H", "H", "H", "H"],
  "positions_angstrom": [[-0.8629, 1.8538, -0.0136], [-1.0264, 0.4371, 0.1885], [-2.2359, -0.1322, 0.2220], [-2.1110, -1.4174, 0.4897], [-0.7670, -1.6957, 0.7166], [-0.1072, -0.5147, 0.3944], [1.9313, 0.0352, 0.1946], [2.0403, -0.2575, -1.3869], [2.0679, 1.4229, 0.4849], [2.7293, -0.9086, 0.8868], [-1.8410, 2.1513, -0.4590], [-0.4877, 2.4933, 0.8793], [0.0498, 2.0670, -0.5421], [-2.9796, -2.1516, 0.7245], [-0.3018, -2.6150, 0.9605], [2.1573, 0.4256, -2.1429], [1.7445, -1.1935, -1.5972]],
  "forces_ev_per_a": [[0.0, 1.4, 1.0], [0.2, -1.3, 0.2], [-1.9, 1.2, -0.3], [-0.8, -0.9, 1.3], [1.4, 0.3, -0.9], [3.3, 0.6, 0.9], [-3.4, -0.9, 0.5], [0.4, 0.5, -0.7], [-0.1, 0.4, -0.4], [0.0, -0.6, 0.3], [1.2, 0.4, 0.3], [-1.7, -1.4, -0.5], [-0.2, -0.3, -1.5], [1.5, 1.8, -0.8], [0.3, -0.6, 0.2], [-0.2, -0.4, 0.9], [0.1, -0.1, -0.4]],
  "gap_ev": 9.976,
  "multiplicity": 1,
  "homo_ev": -9.554,
  "smiles": "Cn1nccc1S(N)(=O)=O",
  "max_force_ev_per_a": 3.54,
  "e_above_lowest_kcal_mol": 56.8
}

---

Entry 6:
{
  "formula": "C2H5Br",
  "method": "the ωB97M-V functional and the def2-TZVPD basis",
  "elements": ["C", "C", "Br", "H", "H", "H", "H", "H"],
  "positions_angstrom": [[0.4551, -0.3953, -0.5928], [-0.4121, 0.4108, 0.3757], [-0.1836, -0.0696, 2.2289], [1.5091, -0.0545, -0.7487], [0.5295, -1.2837, -0.1006], [-0.1479, -0.4211, -1.5787], [-1.5177, 0.2470, 0.1608], [-0.2324, 1.5664, 0.2553]],
  "forces_ev_per_a": [[-0.8, 2.5, -1.7], [-1.0, 2.8, -1.2], [0.2, 0.1, 0.2], [-1.1, 0.2, 0.1], [0.2, -3.1, 0.5], [1.4, -0.3, 1.4], [1.5, 0.1, 0.3], [-0.4, -2.2, 0.5]],
  "gap_ev": 11.178,
  "multiplicity": 1,
  "homo_ev": -10.107,
  "smiles": "CCBr",
  "max_force_ev_per_a": 3.21,
  "e_above_lowest_kcal_mol": 1.0
}